# 1
Molecular formula: HO3S
Method: DFT, ωB97M-V/def2-TZVPD

The value obtained for the energy relative to the best compared isomer or geometry (same formula, charge and spin) is 111.1 kJ/mol. The total charge is -1. The HOMO energy is -4.542 eV.

Each line ends with the Löwdin charge.
Atoms and positions in Å:
O: 1.339 -1.774 0.100  -0.467
O: -0.835 -2.098 -1.001  -0.432
O: -0.706 -1.827 1.449  -0.440
S: -0.105 -1.599 0.145  0.323
H: 0.014 0.415 -0.040  0.016

---

# 2
Molecular formula: C3HBr2N3O2
Method: DFT, ωB97M-V/def2-TZVPD

The value obtained for the energy relative to the best compared isomer or geometry (same formula, charge and spin) is 669.6 kJ/mol. The total charge is 0. The HOMO energy is -9.241 eV.

Each line ends with the Löwdin charge.
Atoms and positions in Å:
C: -0.922 0.309 -0.140  0.049
C: -1.714 -2.572 -0.292  -0.039
C: -2.750 -2.039 0.038  -0.647
N: -1.639 1.276 -0.085  -0.239
N: -2.228 2.320 -0.437  -0.486
N: -0.705 -3.607 -0.303  -0.408
O: 0.223 -3.295 0.402  0.096
O: -0.927 -4.661 -0.841  0.121
Br: -4.032 2.527 -0.554  0.591
Br: -4.107 -0.958 0.286  0.850
H: -0.477 -0.161 0.823  0.112

---

# 3
Molecular formula: C19H37As3BrClN2O2Zn
Method: DFT, ωB97M-V/def2-TZVPD

The value obtained for the energy relative to the best compared isomer or geometry (same formula, charge and spin) is 98.3 kJ/mol. The total charge is 0. The HOMO energy is -7.466 eV.

Each line ends with the Löwdin charge.
Atoms and positions in Å:
Zn: 0.591 0.111 -1.019  0.420
N: 0.764 -1.449 -4.503  0.022
C: 1.805 -2.485 -4.409  -0.262
C: 2.781 -2.156 -3.285  -0.103
C: 2.018 -2.053 -1.972  -0.641
O: 1.263 -2.970 -1.656  -0.022
O: 2.185 -0.954 -1.281  -0.183
H: -0.039 -1.807 -5.002  0.070
H: 1.102 -0.648 -5.023  0.058
H: 2.357 -2.610 -5.346  0.107
H: 1.318 -3.426 -4.166  0.109
H: 3.308 -1.220 -3.478  0.104
H: 3.510 -2.965 -3.200  0.123
C: -0.861 3.403 -0.616  -0.317
As: -0.039 2.007 0.469  0.983
C: 0.609 3.057 1.972  -0.333
C: -1.826 1.421 1.162  -0.354
C: -1.995 0.303 2.217  -0.678
C: -3.346 0.551 2.910  -0.106
C: -2.080 -1.082 1.553  -0.333
As: -0.702 -1.677 0.261  1.159
C: 0.621 -2.456 1.449  -0.270
C: -1.619 -3.304 -0.273  -0.273
C: -0.856 0.365 3.258  -0.382
As: -1.154 -0.446 5.048  1.128
C: 0.432 0.412 5.825  -0.348
C: -0.328 -2.214 4.832  -0.354
H: -1.117 4.240 0.032  0.039
H: -1.770 3.017 -1.080  0.019
H: -0.171 3.746 -1.379  -0.020
H: -0.242 3.321 2.601  0.029
H: 1.067 3.945 1.553  -0.022
H: 1.355 2.513 2.543  0.028
H: -2.379 1.133 0.261  0.066
H: -2.299 2.332 1.539  0.077
H: -4.129 0.708 2.164  0.087
H: -3.293 1.440 3.544  0.084
H: -3.633 -0.291 3.539  0.056
H: -3.014 -1.129 0.984  0.079
H: -2.141 -1.851 2.328  0.070
H: 0.120 -3.052 2.206  0.016
H: 1.236 -1.689 1.915  0.027
H: 1.260 -3.090 0.840  0.026
H: -2.026 -3.784 0.615  0.034
H: -0.885 -3.949 -0.749  0.021
H: -2.425 -3.091 -0.972  0.030
H: -0.688 1.411 3.513  0.043
H: 0.076 -0.012 2.828  0.057
H: 0.240 1.475 5.973  0.016
H: 1.293 0.296 5.164  0.025
H: 0.666 -0.032 6.792  0.018
H: -0.940 -2.852 4.197  -0.001
H: -0.268 -2.681 5.815  0.016
H: 0.676 -2.137 4.415  0.017
Cl: 3.851 2.203 -4.843  0.715
C: 2.199 2.014 -4.401  -0.654
C: 1.182 2.495 -5.195  -0.070
C: -0.129 2.292 -4.781  -0.046
C: -0.358 1.619 -3.603  -0.140
N: 0.631 1.142 -2.841  -0.021
C: 1.895 1.354 -3.216  -0.261
H: 1.403 3.018 -6.118  0.116
H: -0.958 2.638 -5.381  0.111
H: -1.368 1.447 -3.251  0.115
H: 2.682 0.943 -2.604  0.062
Br: 2.583 3.195 -0.674  -0.186

---

# 4
Molecular formula: C15H15MoN6Se2Te2
Method: DFT, ωB97M-V/def2-TZVPD

The total charge is +1. The HOMO energy (spin up / spin down) is -10.057 / -9.831 eV.

Each line ends with the Löwdin charge.
Atoms and positions in Å:
Mo: 0.536 1.158 -0.185  0.880
N: -1.509 -1.736 0.305  0.209
C: -0.230 -1.950 0.602  -0.414
N: 0.059 -3.156 1.059  0.184
C: 1.334 -3.429 1.333  -0.427
N: 1.651 -4.630 1.799  0.197
N: 2.323 -2.537 1.149  0.190
C: 1.965 -1.356 0.708  -0.297
N: 0.700 -0.965 0.413  0.012
C: 2.990 -0.355 0.494  -0.214
C: 4.315 -0.586 0.859  0.029
C: 5.243 0.420 0.681  -0.009
C: 4.803 1.606 0.099  -0.010
C: 3.480 1.741 -0.258  -0.151
N: 2.544 0.804 -0.040  -0.149
H: -2.133 -2.516 0.417  0.127
H: -1.825 -0.852 -0.063  0.049
H: 0.925 -5.304 1.970  0.122
H: 2.612 -4.843 2.007  0.121
H: 4.577 -1.540 1.289  0.120
H: 6.271 0.297 0.973  0.121
H: 5.479 2.425 -0.078  0.121
H: 3.149 2.661 -0.725  0.010
Se: 0.831 3.652 -1.028  -0.072
Te: 0.281 5.241 0.809  0.237
Te: -0.993 3.506 2.481  0.226
Se: 0.698 1.651 2.291  0.018
C: -1.280 0.959 -1.009  -0.281
C: -2.684 0.804 -1.242  -0.310
C: -3.602 1.151 -0.234  -0.029
C: -4.956 0.989 -0.437  -0.057
C: -5.424 0.482 -1.643  -0.053
C: -4.530 0.124 -2.640  -0.060
C: -3.174 0.287 -2.450  -0.023
H: -1.070 1.788 -0.230  -0.057
H: -0.621 1.068 -1.930  0.088
H: -3.238 1.557 0.707  0.095
H: -5.649 1.261 0.344  0.113
H: -6.485 0.378 -1.804  0.112
H: -4.893 -0.272 -3.573  0.112
H: -2.469 0.018 -3.221  0.119